DFT (the ωB97M-V functional and the def2-TZVPD basis) results for 2 unconnected molecules or ions with the total composition C4H10N in a non-equilibrium geometry.

Geometry as XYZ:
```
15
Properties=species:S:1:pos:R:3:forces:R:3
N 0.23794 1.51047 0.51254 1.84 -0.16 1.17
C -1.47693 -0.77987 -1.67941 0.74 1.76 0.74
C 0.26859 0.10586 0.22423 -0.11 -3.02 -1.77
C -0.47732 0.49762 1.36004 -0.59 1.39 1.84
C 1.47361 -0.77072 0.26664 2.41 -0.59 -1.62
H -1.50132 0.80414 1.36347 -0.86 -0.74 -0.12
H -1.32346 0.24392 -2.15352 -0.93 -1.22 1.28
H 1.68560 -1.49194 -0.61495 -0.88 1.59 0.87
H -0.06163 0.49755 2.38079 -0.06 -0.48 -0.49
H -1.14825 -1.51063 -2.39468 0.20 -0.67 0.29
H -0.34597 2.09770 -0.01457 -0.55 1.17 -0.91
H -2.02483 -1.08045 -0.74159 0.46 0.74 -1.53
H 1.04481 1.89384 1.00257 -0.03 0.50 -0.56
H 1.42086 -1.50192 1.06341 -0.15 0.26 0.60
H 2.47302 -0.20671 0.32177 -1.49 -0.52 0.21
```
Forces are in eV/Å.

Frontier orbital gap (alpha / beta) = 9.8 / 7.7 eV
E_tot = -212.70594 Eh
HOMO energy (alpha / beta) = -13.8 / -13.1 eV
Net charge = +1

So, what does the natural (NBO) scheme give us? The charges, in e, come out as:
1. N -0.546
2. C -0.422
3. C 0.199
4. C -0.254
5. C -0.725
6. H 0.241
7. H 0.199
8. H 0.281
9. H 0.238
10. H 0.196
11. H 0.441
12. H 0.213
13. H 0.436
14. H 0.256
15. H 0.249

***

DFT (the ωB97M-V functional and the def2-TZVPD basis) results for a gas-phase ion, C18H26IN2O3 (charge +1) in a non-equilibrium geometry.

Geometry as XYZ:
```
50
Properties=species:S:1:pos:R:3:forces:R:3
I 3.52108 2.47714 -2.14915 -0.32 -0.35 0.77
O 1.91041 -3.80164 0.16067 -0.42 0.02 0.43
O -4.65005 0.28608 0.42988 1.17 -0.88 0.52
O -3.86221 0.48120 2.59808 -0.89 -0.81 -2.45
N 2.06140 -2.43540 0.06917 -1.66 0.52 -1.81
N 2.88009 -1.95860 0.95819 0.30 2.73 -0.50
C 2.47045 0.25565 -0.12864 -0.86 -0.78 -0.81
C -4.26100 -0.23445 1.68860 0.79 0.12 2.61
C 0.28247 2.58047 0.18755 -0.05 1.47 0.25
C 1.48018 -0.33181 -1.11892 1.58 -1.95 2.59
C -1.82761 1.44154 -2.08734 -1.08 -0.45 -0.32
C 2.83962 1.79250 -0.16396 0.73 -0.44 1.22
C 3.13627 -0.60929 0.92094 -1.01 -0.22 -1.63
C 3.69839 -0.80626 3.38219 -0.65 0.35 0.12
C 1.31039 -1.85393 -0.95117 0.67 2.66 0.10
C -4.36510 -1.79773 2.03612 -1.08 0.41 -0.98
C -0.94069 0.12106 -2.18431 1.02 -0.06 -0.27
C 3.16857 -1.25691 4.39400 -0.36 1.31 -1.10
C 1.80796 2.77464 0.53278 -0.14 -0.29 0.87
C -3.55668 0.12650 -0.53132 1.50 -0.71 0.50
C -2.80390 1.49198 -0.82029 -0.72 0.47 -0.14
C 0.38251 -2.73889 -1.88212 1.11 0.54 -0.53
C 0.66780 0.41390 -2.22960 -0.59 -0.48 -0.45
C 4.15156 -0.08616 2.04245 -1.47 -1.54 1.66
H 3.80032 1.89488 0.44521 -1.31 -0.14 -1.10
H -0.07579 1.51409 0.11669 0.62 1.15 -0.08
H -1.22050 2.39904 -2.21257 -0.76 -1.39 0.41
H 1.91748 2.61059 1.66283 0.01 0.03 -1.46
H 2.45961 -1.40852 5.25785 1.60 -0.10 -1.37
H -3.87878 -0.44386 -1.45774 -0.04 0.98 1.03
H -1.19237 -0.40211 -3.16092 0.23 0.51 1.33
H 0.06124 3.20118 -0.74179 0.09 -1.19 1.03
H 1.04269 0.02012 -3.23587 -0.24 0.62 1.35
H -2.80346 -0.55970 -0.00156 -0.81 0.75 -0.94
H -2.29877 1.80867 0.13901 -0.45 -0.38 -1.09
H 4.02442 1.02296 2.24312 0.36 -1.45 -0.47
H 2.15269 3.85091 0.36844 -0.54 -1.51 0.02
H -3.39409 -2.34629 1.83683 -1.17 0.75 0.10
H -1.08785 -0.61807 -1.34354 -0.32 1.02 -0.87
H 0.75946 1.53462 -2.23909 0.47 -1.40 0.28
H 5.21750 -0.39688 1.84430 -1.19 0.58 -0.15
H -0.69408 -2.77706 -1.53612 1.37 -0.07 -0.18
H -5.20932 -2.20508 1.40082 1.16 0.10 0.62
H -0.34059 3.06794 1.01448 0.91 -0.67 -1.06
H -2.52314 1.42558 -2.99654 0.96 0.03 1.18
H -3.60009 2.28508 -1.02990 1.05 -1.04 0.28
H 0.39097 -2.23065 -2.90349 -0.12 -0.56 1.42
H -4.66368 -1.94762 3.12360 0.61 0.57 -1.44
H 0.83277 -3.76854 -2.05759 -0.69 1.33 0.56
H 0.99516 -3.92450 0.49630 0.60 -0.16 -0.06
```
Forces are in eV/Å.

Frontier orbital gap = 7.9 eV
E_tot = -1333.87205 Eh
HOMO energy = -12.5 eV
SMILES string = C#CCc1n[n+](O)c(C)c(CCCCCOC(C)=O)c1[C@@H](I)CC
Net charge = +1

So, what does the natural (NBO) scheme give us? The charges, in e, come out as:
1. I 0.149
2. O -0.472
3. O -0.546
4. O -0.536
5. N 0.160
6. N -0.139
7. C 0.018
8. C 0.804
9. C -0.642
10. C 0.069
11. C -0.420
12. C -0.356
13. C 0.231
14. C -0.047
15. C 0.242
16. C -0.737
17. C -0.409
18. C -0.210
19. C -0.436
20. C -0.064
21. C -0.434
22. C -0.689
23. C -0.483
24. C -0.490
25. H 0.247
26. H 0.207
27. H 0.226
28. H 0.220
29. H 0.273
30. H 0.198
31. H 0.228
32. H 0.221
33. H 0.256
34. H 0.154
35. H 0.218
36. H 0.263
37. H 0.250
38. H 0.227
39. H 0.198
40. H 0.269
41. H 0.285
42. H 0.263
43. H 0.234
44. H 0.248
45. H 0.226
46. H 0.238
47. H 0.260
48. H 0.260
49. H 0.277
50. H 0.489

***

Repeat the first record exactly.
DFT (the ωB97M-V functional and the def2-TZVPD basis) results for 2 unconnected molecules or ions with the total composition C4H10N in a non-equilibrium geometry.

Geometry as XYZ:
```
15
Properties=species:S:1:pos:R:3:forces:R:3
N 0.23794 1.51047 0.51254 1.84 -0.16 1.17
C -1.47693 -0.77987 -1.67941 0.74 1.76 0.74
C 0.26859 0.10586 0.22423 -0.11 -3.02 -1.77
C -0.47732 0.49762 1.36004 -0.59 1.39 1.84
C 1.47361 -0.77072 0.26664 2.41 -0.59 -1.62
H -1.50132 0.80414 1.36347 -0.86 -0.74 -0.12
H -1.32346 0.24392 -2.15352 -0.93 -1.22 1.28
H 1.68560 -1.49194 -0.61495 -0.88 1.59 0.87
H -0.06163 0.49755 2.38079 -0.06 -0.48 -0.49
H -1.14825 -1.51063 -2.39468 0.20 -0.67 0.29
H -0.34597 2.09770 -0.01457 -0.55 1.17 -0.91
H -2.02483 -1.08045 -0.74159 0.46 0.74 -1.53
H 1.04481 1.89384 1.00257 -0.03 0.50 -0.56
H 1.42086 -1.50192 1.06341 -0.15 0.26 0.60
H 2.47302 -0.20671 0.32177 -1.49 -0.52 0.21
```
Forces are in eV/Å.

Frontier orbital gap (alpha / beta) = 9.8 / 7.7 eV
E_tot = -212.70594 Eh
HOMO energy (alpha / beta) = -13.8 / -13.1 eV
Net charge = +1

So, what does the natural (NBO) scheme give us? The charges, in e, come out as:
1. N -0.546
2. C -0.422
3. C 0.199
4. C -0.254
5. C -0.725
6. H 0.241
7. H 0.199
8. H 0.281
9. H 0.238
10. H 0.196
11. H 0.441
12. H 0.213
13. H 0.436
14. H 0.256
15. H 0.249